1.
Density functional theory data (the ωB97M-V functional and the def2-TZVPD basis) for an isolated molecule of C4H5NO4 in a non-equilibrium geometry.

Computed properties:
Kohn-Sham gap in eV: 9.664
Charge: 0
E_tot in a.u.: -511.12352

Last column: natural (NBO) charge in e.
Cartesian coordinates (Å):
C (0.51, 1.40, -0.12)  -0.42
N (-0.17, 0.13, 0.08)  -0.49
C (-1.69, 0.27, 0.26)  0.91
O (-2.31, 1.31, 0.20)  -0.60
O (-2.35, -0.88, 0.51)  -0.65
C (0.32, -1.08, -0.27)  0.60
O (-0.19, -2.16, -0.49)  -0.54
C (1.98, -1.15, -0.12)  0.35
O (2.76, -0.22, -0.14)  -0.50
H (-0.16, 2.25, -0.02)  0.25
H (1.28, 1.51, 0.65)  0.22
H (0.97, 1.42, -1.11)  0.21
H (-3.28, -0.60, 0.68)  0.51
H (2.32, -2.20, -0.11)  0.14

2.
Density functional theory data (the ωB97M-V functional and the def2-TZVPD basis) for C4H5NO5P2S as an isolated structure in a non-equilibrium geometry.

Computed properties:
Kohn-Sham gap in eV: 4.466
Charge: -2
E_tot in a.u.: -1667.31737

Last column: natural (NBO) charge in e.
Cartesian coordinates (Å):
C (-2.12, -0.08, -1.01)  -0.49
C (-2.35, 0.36, 1.42)  -0.07
C (-1.00, -0.17, -0.24)  0.07
C (0.35, -0.49, -0.57)  -0.26
N (-1.19, 0.12, 1.07)  -0.36
O (2.76, 0.95, 0.08)  -1.02
O (0.74, 2.18, 1.14)  -1.17
O (1.22, 2.42, -1.34)  -1.19
O (0.66, -1.08, -1.74)  -0.74
O (2.42, -2.01, 0.06)  -1.24
P (1.28, -1.38, 0.77)  0.90
P (1.22, 1.59, -0.11)  2.25
S (-3.46, 0.32, 0.03)  0.18
H (-2.40, -0.15, -2.13)  0.23
H (-2.62, 0.56, 2.35)  0.17
H (1.67, -1.24, -1.61)  0.51
H (2.72, 0.52, 0.89)  0.48
H (0.11, -2.42, 0.95)  -0.25

3.
Density functional theory data (the ωB97M-V functional and the def2-TZVPD basis) for an isolated molecule of C4H5NO5S in a non-equilibrium geometry.

Computed properties:
Kohn-Sham gap (spin up / spin down) in eV: 8.966 / 8.966
Charge: 0
E_tot in a.u.: -984.36513

Last column: natural (NBO) charge in e.
Cartesian coordinates (Å):
C (-0.24, -1.30, -0.56)  0.52
C (0.70, -0.01, -0.29)  -0.51
C (0.16, 1.28, 0.22)  -0.64
C (-0.65, -2.11, 0.60)  -0.18
N (-0.66, -1.56, 1.81)  0.43
O (-0.66, -2.15, 2.88)  -0.36
O (-0.22, -1.80, -1.70)  -0.51
O (-0.95, -0.21, 1.92)  -0.64
O (-0.93, 2.11, 2.71)  -0.84
O (1.16, 0.91, 2.52)  -0.92
S (-0.10, 1.22, 2.01)  2.37
H (1.38, -0.41, 0.53)  0.25
H (1.14, 0.17, -1.34)  0.27
H (0.93, 1.98, 0.22)  0.25
H (-0.81, 1.36, -0.30)  0.26
H (-0.60, -3.15, 0.63)  0.24

4.
Density functional theory data (the ωB97M-V functional and the def2-TZVPD basis) for an isolated molecule of C4H5NOS in a non-equilibrium geometry.

Computed properties:
Kohn-Sham gap in eV: 9.099
Charge: 0
E_tot in a.u.: -683.49571

Last column: natural (NBO) charge in e.
Cartesian coordinates (Å):
S (2.16, -0.38, 0.41)  -0.09
C (0.58, -0.25, 0.06)  0.06
N (-0.40, -0.97, 0.71)  -0.31
O (-1.74, -0.66, 0.28)  -0.34
C (-1.57, 0.32, -0.78)  0.07
C (-1.10, 1.66, -0.36)  -0.42
C (-0.10, 0.60, -0.92)  -0.33
H (-0.32, -1.16, 1.72)  0.41
H (-2.33, 0.15, -1.53)  0.22
H (-1.02, 1.78, 0.72)  0.23
H (-1.41, 2.55, -0.92)  0.24
H (0.52, 0.88, -1.78)  0.27

Ordered energy above the lowest of the compared OMol25 structures with the same formula, charge and spin results: 23.8, 48.3, 37.1, 70.4; unit kcal/mol.